Record 1
Here is the ion C4H11N2O with charge -1 at a distorted geometry from OMol25. Energies are from ωB97M-V/def2-TZVPD.

The geometry in XYZ format:
```
18
Properties=species:S:1:pos:R:3:forces:R:3
C -1.429984 -1.620210 0.406232 0.2 0.3 1.3
C -0.688768 -0.361316 -0.008482 1.6 1.7 0.0
C 0.437060 -0.534419 -1.078485 -2.7 -0.2 -1.3
N 0.844601 0.639681 -1.822572 0.8 -0.3 -0.1
N -0.022597 0.190188 1.208851 0.7 0.0 -0.1
C 0.774867 1.561201 1.090195 -2.0 -0.5 0.2
O 1.858843 1.535931 0.374679 1.1 0.1 0.1
H -1.726028 -1.353042 1.427686 -0.1 -0.3 0.0
H -0.699825 -2.434638 0.523231 -0.4 -0.1 -0.3
H -2.368435 -1.914770 -0.073489 0.5 0.0 -0.6
H -1.359158 0.433168 -0.353193 -0.3 -0.2 -0.2
H 1.275891 -1.001218 -0.577215 0.3 -0.2 -0.3
H -0.028687 -1.170696 -1.840935 0.4 -0.8 0.0
H 0.089305 1.169011 -2.220504 -0.6 -0.2 0.0
H 1.320268 1.220610 -1.126142 0.4 0.5 0.2
H 0.856883 -0.321223 1.181512 0.0 -0.7 0.8
H -0.038247 2.228086 0.714025 0.0 0.4 0.1
H 0.904010 1.733657 2.174605 0.1 0.4 0.1
```
Forces are in eV/Å.

Values from the calculation:
- Lowest unoccupied orbital energy: 4.15 eV
- Net charge: -1
- Kohn-Sham gap: 7.31 eV
- Calculated total energy: -9353.276 eV
- E_HOMO: -0.116 hartree
- SMILES string: C[C@H](CN)NC[O-]

These are the natural (NBO) partial charges, in e, on atoms 1 to 6: atom 1 (C): -0.636, atom 2 (C): -0.085, atom 3 (C): -0.217, atom 4 (N): -0.896, atom 5 (N): -0.720, atom 6 (C): 0.145

---

Record 2
Here is the ion C4H11N2O with charge +1 at a distorted geometry from OMol25. Energies are from ωB97M-V/def2-TZVPD.

The geometry in XYZ format:
```
18
Properties=species:S:1:pos:R:3:forces:R:3
C -1.645172 -1.901298 0.763123 0.7 0.4 -0.6
C -0.553175 -0.848893 0.583310 -0.1 0.2 1.3
N -0.630020 0.227960 1.684218 0.5 -0.4 -0.3
C -0.416766 -0.128806 -0.722272 -0.4 0.7 -1.6
C 0.860489 0.672641 -0.818545 0.0 0.4 0.8
N 1.445725 0.873912 -1.996362 0.8 0.2 0.3
O 1.275759 1.189280 0.229060 0.4 -0.2 -0.3
H -1.413450 -2.448046 1.673745 -0.3 -0.2 0.0
H -2.660911 -1.513516 0.774464 0.0 0.2 0.1
H -1.559012 -2.566342 -0.096584 -0.1 -0.2 0.2
H 0.418784 -1.286730 0.821641 -0.1 -0.3 -0.2
H -1.455906 0.824821 1.646485 -0.1 -0.2 0.1
H -0.518935 -0.202458 2.603530 -0.2 0.2 0.0
H 0.223754 0.802963 1.436687 0.0 0.2 0.0
H -1.168493 0.654652 -0.891036 -0.4 -0.3 0.3
H -0.529893 -0.790473 -1.581718 0.0 -0.2 0.2
H 1.047886 0.645611 -2.879154 -0.3 -0.4 -0.3
H 2.345531 1.347099 -2.008489 -0.4 0.1 0.1
```
Forces are in eV/Å.

Values from the calculation:
- Lowest unoccupied orbital energy: -3.03 eV
- Net charge: +1
- Kohn-Sham gap: 11.61 eV
- Calculated total energy: -9348.723 eV
- E_HOMO: -0.538 hartree
- SMILES string: C[C@H]([NH3+])CC(N)=O

These are the natural (NBO) partial charges, in e, on atoms 1 to 6: atom 1 (C): -0.628, atom 2 (C): -0.017, atom 3 (N): -0.715, atom 4 (C): -0.538, atom 5 (C): 0.692, atom 6 (N): -0.768